1.
ORCA calculation (wB97M-V/def2-TZVPD) on a single C19H17FN4O3S2 molecule.

Geometry (Å):
C (6.62700, -1.61285, 2.81218)
C (6.68724, -1.39929, 1.30046)
C (5.59344, -0.51830, 0.82717)
N (4.71761, -0.83550, -0.04684)
N (3.82280, 0.10941, -0.32116)
C (4.00012, 1.19489, 0.34919)
N (3.19393, 2.27633, 0.24460)
S (2.43941, 2.58778, -1.27067)
O (3.43594, 2.56783, -2.29270)
O (1.71659, 3.79862, -1.03431)
C (1.34777, 1.20004, -1.40516)
C (0.26079, 1.13301, -0.55814)
C (-0.57139, 0.03070, -0.60166)
C (-0.31882, -0.99998, -1.51196)
N (-1.10477, -2.13820, -1.58486)
C (-2.39086, -2.38102, -1.14934)
O (-2.78022, -3.52697, -1.05570)
C (-3.24570, -1.20890, -0.89830)
C (-4.24924, -1.27477, -0.01671)
C (-5.17938, -0.20734, 0.30684)
C (-5.84086, -0.23386, 1.53761)
C (-6.71895, 0.76924, 1.89663)
C (-6.95269, 1.79816, 1.00080)
F (-7.81403, 2.77685, 1.33849)
C (-6.32996, 1.84583, -0.23499)
C (-5.44080, 0.84578, -0.57288)
C (0.79903, -0.91288, -2.35110)
C (1.63201, 0.18444, -2.29790)
S (5.37518, 1.12505, 1.44773)
H (7.43707, -2.26476, 3.12791)
H (6.72086, -0.66297, 3.33415)
H (5.68172, -2.07093, 3.09301)
H (7.64667, -0.94661, 1.03621)
H (6.59555, -2.35059, 0.77444)
H (3.43990, 3.09776, 0.77397)
H (0.08141, 1.94169, 0.13171)
H (-1.39594, -0.04766, 0.08882)
H (-0.64300, -2.96650, -1.94353)
H (-3.04130, -0.32363, -1.48197)
H (-4.36258, -2.19172, 0.54852)
H (-5.65039, -1.04595, 2.22326)
H (-7.22498, 0.76259, 2.84910)
H (-6.54822, 2.65671, -0.91203)
H (-4.96158, 0.86818, -1.53928)
H (1.01034, -1.71972, -3.03670)
H (2.50329, 0.27001, -2.92489)

Cartesian forces, eV/Å:
0.07 -0.06 -0.17
0.16 -0.07 0.25
0.13 0.61 0.31
0.73 -1.19 -0.07
-0.84 0.85 -0.30
1.20 -0.81 0.75
-0.89 0.71 -0.75
0.20 0.13 0.49
-0.10 -0.42 -0.07
-0.21 -0.08 0.23
0.28 0.56 -0.08
-0.06 0.03 -0.05
0.04 -0.05 0.02
0.28 0.53 0.09
0.20 -0.52 -0.26
0.03 -0.20 -0.04
-0.06 -0.08 0.09
-0.54 0.01 0.16
0.59 -0.22 -0.27
-0.31 0.31 0.09
0.12 0.03 -0.26
-0.16 0.26 -0.05
0.11 -0.15 0.01
0.07 -0.09 -0.04
-0.12 0.15 0.14
-0.01 -0.15 0.17
-0.11 0.10 0.05
-0.07 -0.05 -0.07
-0.45 -0.38 -0.58
0.06 -0.03 0.10
0.02 0.03 0.14
-0.07 -0.02 0.07
0.00 -0.10 -0.06
0.01 0.10 -0.06
-0.14 0.20 -0.14
-0.10 0.05 0.16
0.01 0.04 0.05
-0.17 0.08 0.12
-0.01 0.16 0.05
0.04 -0.12 0.00
0.01 -0.10 0.06
-0.06 0.02 0.08
-0.03 0.08 -0.05
0.04 0.01 -0.11
0.01 -0.07 -0.10
0.11 -0.10 -0.08

Properties
ΔE to the lowest compared entry with this formula, charge and spin, kJ/mol: 164.8
Total charge: 0
HOMO level, Ha: -0.32470
SMILES: CCc1nnc(NS(=O)(=O)c2ccc(NC(=O)/C=C/c3ccc(F)cc3)cc2)s1
E_tot, Eh: -2075.1932
Kohn-Sham gap, eV: 8.664

=====

2.
ORCA calculation (wB97M-V/def2-TZVPD) on a molecular structure, C19H15BrN6Ru.

Geometry (Å):
Ru (-0.68541, -0.25927, -1.16882)
N (3.66785, -0.43361, -1.05597)
C (2.44374, -0.20870, -1.50244)
N (1.36457, -0.41277, -0.74993)
C (1.56046, -0.89513, 0.53087)
N (0.45082, -1.20670, 1.27909)
N (-0.63865, -1.00629, 0.62563)
C (-1.83494, -1.39460, 1.16087)
C (-2.93674, -1.24643, 0.32422)
C (-4.21865, -1.69050, 0.70848)
C (-5.26674, -1.61487, -0.20127)
C (-5.00047, -1.10257, -1.45749)
C (-3.69560, -0.65163, -1.79527)
N (-2.68956, -0.70435, -0.94933)
C (2.83387, -1.14067, 1.06991)
C (3.07091, -1.63095, 2.37345)
C (4.36125, -1.84321, 2.77446)
C (5.45557, -1.58430, 1.90219)
C (5.26536, -1.10964, 0.62237)
C (3.95986, -0.88956, 0.20586)
H (4.44523, -0.25680, -1.69444)
H (2.33276, 0.15368, -2.51621)
H (-1.87043, -1.82087, 2.16032)
H (-4.36658, -2.10208, 1.70110)
H (-6.26022, -1.95532, 0.06550)
H (-5.78160, -1.02569, -2.20605)
H (-3.50291, -0.23834, -2.77766)
H (2.24156, -1.83137, 3.03658)
H (4.56479, -2.21721, 3.77005)
H (6.46324, -1.76982, 2.25601)
H (6.10567, -0.92118, -0.03542)
Br (-0.72123, 1.19630, -3.35471)
C (-0.91722, 2.37307, -1.86079)
C (-1.08881, 3.72836, -1.93347)
C (-1.23030, 4.39887, -0.71618)
C (-1.19695, 3.68785, 0.47931)
C (-1.02525, 2.31817, 0.45417)
N (-0.88492, 1.66925, -0.71934)
H (-1.11279, 4.24630, -2.88387)
H (-1.36581, 5.47410, -0.71019)
H (-1.30453, 4.19261, 1.43031)
H (-0.99122, 1.72583, 1.35809)

Cartesian forces, eV/Å:
0.07 -0.59 -0.03
0.11 -0.10 0.22
-0.15 0.02 0.03
0.12 0.08 0.25
0.30 0.18 -0.44
-0.84 -0.08 -0.04
1.27 0.32 -0.44
-0.98 -0.18 0.07
0.61 0.01 0.21
-0.37 -0.10 0.01
-0.01 -0.05 0.13
-0.15 -0.10 0.13
0.45 0.06 0.18
-0.31 0.21 -0.34
-0.11 -0.04 0.09
0.02 0.00 0.00
-0.05 0.00 0.00
0.03 0.04 -0.11
0.10 -0.04 0.11
-0.06 0.07 -0.20
0.02 0.00 0.00
-0.01 0.01 0.01
-0.01 0.00 0.03
-0.01 -0.01 0.01
0.00 0.00 0.00
-0.02 0.00 -0.01
0.00 0.01 0.00
0.00 0.00 0.00
0.00 0.00 0.00
0.00 0.00 0.00
0.00 0.00 0.00
0.00 0.00 0.02
-0.01 -0.07 0.20
0.00 0.07 0.02
0.00 -0.02 0.01
-0.01 0.07 -0.02
0.03 -0.03 -0.19
-0.03 0.24 0.07
0.00 0.00 0.01
0.00 -0.01 0.00
0.00 0.01 -0.01
0.00 0.01 0.00

Properties
ΔE to the lowest compared entry with this formula, charge and spin, kJ/mol: 0.0
Total charge: +4
HOMO level (alpha / beta), Ha: -0.79002 / -0.78896
E_tot, Eh: -3728.8631
Kohn-Sham gap (alpha / beta), eV: 4.898 / 4.868

=====

3.
ORCA calculation (wB97M-V/def2-TZVPD) on a gas-phase ion, C6H10N3O (charge +1).

Geometry (Å):
C (0.32140, 1.76019, -1.95816)
C (-1.88118, 1.36082, -1.53505)
C (0.53029, -0.61377, -1.22336)
C (1.85279, -1.35573, 0.70744)
C (-0.15954, 0.18824, 2.28429)
C (0.40105, -0.88333, 0.32009)
N (0.44190, 0.56191, -1.70514)
N (-2.42347, 0.33795, -1.28277)
N (-0.98137, 2.22567, -1.97482)
O (-0.07792, 0.22372, 0.93587)
H (0.66065, -1.32964, -2.01917)
H (2.26542, -1.67167, -0.23069)
H (1.64392, -2.17882, 1.33095)
H (2.36226, -0.58717, 1.16602)
H (0.75077, -0.16984, 2.76926)
H (-1.00181, -0.37130, 2.60146)
H (-0.33306, 1.22734, 2.54992)
H (-0.22271, -1.79260, 0.33405)
H (-2.87428, -0.06311, -0.50881)
H (-1.27512, 3.13115, -2.56137)

Cartesian forces, eV/Å:
2.21 0.54 -0.08
-0.08 -0.34 -0.96
-0.90 1.97 0.26
-3.01 -0.60 -1.22
0.36 1.08 2.09
2.10 -1.38 -2.96
0.27 -1.59 1.07
1.36 2.50 -1.17
-4.10 1.77 -1.30
-0.23 0.67 -2.83
0.02 -0.94 0.45
0.88 -0.33 -0.02
0.71 -1.04 0.99
1.39 1.54 0.89
-0.02 0.00 0.03
-0.86 -0.86 0.56
0.09 0.00 0.53
-0.39 0.32 0.44
-0.71 -0.71 1.16
0.89 -2.61 2.07

Properties
ΔE to the lowest compared entry with this formula, charge and spin, kJ/mol: 641.6
Total charge: +1
HOMO level, Ha: -0.47536
E_tot, Eh: -473.6985
Kohn-Sham gap, eV: 8.403

=====

4.
ORCA calculation (wB97M-V/def2-TZVPD) on 21 unconnected molecules or ions with the total composition H41O20S.

Geometry (Å):
S (1.95465, -1.56436, -2.14249)
H (2.99042, -1.44886, -2.98996)
H (4.54478, -4.01267, 0.99085)
H (4.53205, -3.65848, 2.66007)
O (4.62537, -4.24811, 1.91756)
H (-1.33685, 4.71928, 0.89498)
H (-0.64270, 3.81065, -0.16321)
O (-1.05918, 3.80865, 0.72148)
H (-5.11475, 1.29637, -2.72312)
H (-3.90644, 2.18293, -2.07872)
O (-4.86426, 2.03412, -2.06848)
H (2.46841, 1.77552, 0.86780)
H (2.71340, 1.04576, -0.35275)
O (2.80074, 1.96322, -0.01920)
H (-0.42531, 5.25752, 3.12154)
H (0.36194, 5.18032, 1.77360)
O (-0.27397, 5.71918, 2.23958)
H (-2.39512, -0.05236, -2.69239)
H (-2.43295, -1.20180, -3.65851)
O (-2.45177, -1.02192, -2.70810)
H (-1.44523, 3.16886, 2.91656)
H (0.10090, 3.28834, 3.01165)
O (-0.72998, 3.35104, 3.52349)
H (-4.12466, -3.87733, 1.10303)
H (-3.30665, -4.92080, 0.42159)
O (-4.04894, -4.29911, 0.23240)
H (-0.74867, -2.90034, -1.69092)
H (0.46343, -3.56910, -1.89636)
O (-0.41719, -3.81140, -1.58830)
H (2.34505, -4.70207, -0.12107)
H (3.25877, -4.12062, -1.19664)
O (3.23300, -4.76718, -0.47188)
H (2.14563, 3.84495, -1.99060)
H (1.62674, 2.73736, -1.04255)
O (1.39337, 3.60291, -1.46579)
H (2.76196, 1.22097, -2.63970)
H (3.56810, 2.13293, -1.77207)
O (3.31007, 2.01244, -2.71480)
H (3.26606, 0.63876, 2.82537)
H (1.83578, 0.48965, 2.25134)
O (2.36064, 0.99238, 2.89072)
H (-1.37904, -3.72940, 1.07786)
H (-0.86980, -4.87243, 1.75181)
O (-1.59112, -4.23688, 1.89546)
H (-1.83719, 1.41827, -0.60654)
H (-1.35885, 2.18188, -1.80381)
O (-2.21950, 1.85596, -1.46653)
H (0.21533, 0.01074, 0.60673)
H (1.25330, -0.63346, -0.23368)
O (1.17694, 0.03547, 0.51268)
H (4.87489, -0.06488, 0.81053)
H (4.24665, -1.52385, 0.85673)
O (4.77202, -0.86671, 1.32888)
H (-3.74623, -1.95284, 0.43218)
H (-3.87135, -1.86023, -1.11253)
O (-4.04046, -1.40031, -0.29296)
H (-4.20537, 0.26473, 0.44010)
H (-4.21903, 1.76800, 0.30072)
O (-4.23298, 1.06026, 0.98225)
H (-2.46059, 1.02139, 1.19020)
H (-1.26426, 1.92364, 1.19996)
O (-1.52682, 1.05484, 0.83076)

Cartesian forces, eV/Å:
0.12 -0.10 0.05
-0.05 0.02 0.12
-0.51 0.80 0.32
-0.11 0.97 -0.82
0.53 -1.91 0.67
0.17 -0.08 0.13
-0.18 0.05 0.42
0.11 -0.35 -0.97
1.04 1.80 1.65
0.12 -0.49 -0.18
-1.27 -1.33 -1.34
0.05 0.53 0.48
-0.02 0.41 -0.11
0.59 -1.19 0.10
0.23 0.59 -1.69
0.30 -0.23 -0.05
-0.37 0.55 1.87
0.05 -0.04 0.59
0.10 -0.27 0.24
-0.14 0.24 -0.67
-0.05 0.03 -0.35
-0.78 -0.31 0.25
0.87 -0.07 0.57
-0.23 -0.20 -0.25
-0.68 0.60 -0.38
0.84 -0.55 0.73
-0.69 -0.36 0.12
0.88 -0.44 -0.16
-0.26 0.95 0.12
-0.24 0.14 0.08
-0.28 -0.01 0.15
0.53 0.16 -0.46
0.45 -0.15 -0.46
0.15 1.19 -0.38
-1.54 -0.34 0.83
-0.17 -0.28 -0.40
0.04 0.13 -1.03
0.57 -0.03 0.93
-0.55 -0.04 -0.07
0.12 -0.38 -0.05
0.45 0.27 0.02
-0.63 0.18 0.61
-0.29 -0.27 0.74
1.04 0.07 -1.52
-1.21 0.50 -0.91
-0.78 0.08 -0.34
2.00 -0.42 0.29
-0.29 0.53 0.44
0.84 0.77 0.62
-0.94 -1.65 -0.84
-0.27 -0.25 -0.42
-0.02 0.48 -0.35
0.16 -0.09 0.75
0.09 -0.31 -0.30
0.35 -0.22 -0.30
-0.36 0.74 0.62
-0.21 -0.64 -0.40
-0.27 -0.50 0.47
0.31 1.16 -0.17
0.29 -0.45 -0.57
0.33 -0.27 -0.57
-0.35 0.32 1.55

Properties
ΔE to the lowest compared entry with this formula, charge and spin, kJ/mol: 21.5
Total charge: -1
HOMO level, Ha: -0.19933
E_tot, Eh: -1927.6649
Kohn-Sham gap, eV: 7.556

=====

5.
ORCA calculation (wB97M-V/def2-TZVPD) on a molecular structure, C23H41N2OP3Sc.

Geometry (Å):
Sc (-1.64710, 3.68757, -0.66995)
P (2.08101, -1.50002, 0.64058)
P (0.90729, 3.59100, -1.35126)
P (-1.89882, -2.89953, -0.39788)
H (-1.52271, 4.08552, -3.37775)
C (-1.94715, 3.29963, -2.72536)
C (-3.20107, 3.60436, -2.05354)
H (-3.55772, 4.64950, -1.98945)
C (3.72047, -2.29065, 0.78578)
C (2.37299, 0.13217, 1.43383)
C (1.17802, -2.31539, 2.01241)
C (1.22335, 5.12878, -2.30050)
C (1.72641, 3.98342, 0.24044)
C (2.12199, 2.42861, -2.10304)
C (-3.33778, -2.74157, -1.53823)
C (-2.54150, -4.11712, 0.81938)
C (-0.87955, -4.02698, -1.43592)
H (-1.71445, 2.28202, -3.08828)
H (-3.95907, 2.83491, -1.89557)
H (3.91902, -2.57461, 1.82899)
H (4.50175, -1.60992, 0.42407)
H (3.73938, -3.18909, 0.15400)
H (2.94660, -0.03339, 2.36272)
H (1.40675, 0.61097, 1.66840)
H (2.93556, 0.79849, 0.75327)
H (1.90987, -2.79562, 2.68020)
H (0.50084, -3.07763, 1.60197)
H (0.57629, -1.58612, 2.57150)
H (1.92275, 5.78630, -1.76421)
H (0.27320, 5.66253, -2.44497)
H (1.62727, 4.88824, -3.29412)
H (2.74891, 4.35100, 0.07048)
H (1.75628, 3.09558, 0.88496)
H (1.15037, 4.75552, 0.76666)
H (3.16619, 2.74922, -1.95607)
H (1.93365, 2.34032, -3.18274)
H (2.00615, 1.42193, -1.67288)
H (-4.09476, -3.49834, -1.29509)
H (-3.00989, -2.85881, -2.57961)
H (-3.76216, -1.73522, -1.41406)
H (-3.45908, -4.58503, 0.44168)
H (-2.76194, -3.57083, 1.74784)
H (-1.76937, -4.87334, 1.01757)
H (-1.49653, -4.43184, -2.25014)
H (-0.48643, -4.83984, -0.81324)
H (-0.04444, -3.45778, -1.86280)
C (0.32213, -0.87405, -2.91167)
C (1.36845, -1.34486, -3.71295)
C (1.08159, -1.76970, -5.00295)
C (-0.24468, -1.73434, -5.47941)
C (-1.26041, -1.22332, -4.66416)
C (-0.97497, -0.71485, -3.40740)
O (0.40315, -0.80778, -1.52369)
H (1.27461, -0.52149, -1.23797)
H (2.38019, -1.42430, -3.28683)
H (1.87896, -2.16919, -5.63837)
H (-0.48750, -2.10337, -6.48878)
H (-2.29680, -1.16490, -5.00676)
H (-1.70898, -0.25541, -2.73741)
N (-0.64915, -0.26416, 5.34543)
C (-0.92086, 0.16429, 4.28941)
C (-1.26137, 0.73987, 3.01539)
C (-2.00914, 0.03802, 2.05418)
C (-2.23753, 0.62979, 0.81838)
N (-1.79779, 1.88805, 0.51955)
C (-1.29134, 2.63087, 1.54884)
C (-0.91616, 2.06548, 2.76013)
H (-2.41919, -0.95731, 2.27800)
H (-2.81065, 0.11314, 0.04038)
H (-1.22044, 3.74517, 1.44134)
H (-0.40783, 2.69265, 3.49673)

Cartesian forces, eV/Å:
1.57 0.15 2.08
0.51 0.10 0.33
1.81 0.26 0.06
-0.97 -3.55 -1.97
0.14 -0.23 0.68
-3.11 0.31 -1.82
0.66 -0.72 -2.83
0.14 -0.32 -0.18
0.13 -0.13 -0.03
0.36 0.16 0.24
-0.18 -0.33 0.05
-0.38 0.22 -0.12
-0.11 -0.10 0.25
-0.43 -0.70 -0.21
-0.12 1.55 0.00
0.42 0.86 1.24
1.14 0.65 0.26
-0.22 0.43 0.48
0.23 0.10 0.24
0.13 0.12 -0.30
-0.15 -0.18 0.09
0.07 0.19 0.24
-0.20 0.40 -0.26
0.29 -0.16 -0.05
-0.13 -0.30 0.39
-0.48 0.14 -0.01
0.22 0.02 0.27
0.19 -0.21 -0.06
-0.20 -0.24 -0.22
0.33 0.14 -0.10
-0.15 0.10 0.29
-0.32 -0.09 0.09
0.08 0.15 -0.13
0.24 0.04 0.01
-0.50 0.20 0.08
0.01 0.04 0.29
0.05 0.38 -0.08
0.29 0.23 0.11
0.04 0.19 0.38
-0.33 -0.36 -0.28
0.27 0.23 -0.03
-0.16 -0.55 0.00
-0.24 0.33 0.03
0.02 0.22 0.32
-0.01 0.29 -0.17
-0.08 -0.29 -0.12
-0.61 -0.53 0.21
0.07 0.11 0.65
-0.52 0.02 -0.54
0.15 -0.15 -0.03
-0.31 0.42 -0.55
0.74 -0.33 0.30
-0.77 1.07 -1.21
0.42 -0.51 0.34
-0.50 -0.07 -0.28
-0.33 0.21 0.26
0.20 0.20 0.66
0.39 -0.09 -0.18
-0.01 -0.34 -0.29
-0.59 0.93 -2.50
0.50 -0.93 2.19
-0.22 -0.11 -0.06
-0.01 -0.02 -0.06
0.40 0.48 -0.31
-0.83 0.40 1.54
0.12 -1.22 0.13
-0.01 1.01 -0.09
0.29 0.57 -0.11
0.44 0.28 0.22
0.41 -0.83 0.25
-0.26 -0.34 -0.07

Properties
ΔE to the lowest compared entry with this formula, charge and spin, kJ/mol: 460.5
Total charge: +3
HOMO level (alpha / beta), Ha: -0.57283 / -0.57767
E_tot, Eh: -2869.3913
Kohn-Sham gap (alpha / beta), eV: 3.763 / 5.071